48
Properties=species:S:1:pos:R:3:forces:R:3:mulliken_charge:R:1 method="wB97M-V/def2-TZVPD" lumo_ev=0.50 max_force_ev_per_a=2.225 e_homo_ev=-7.8 gap_ha=0.3035 smiles="C#CCCCN[C@@H]([C@H](COC(C)=O)OCP(C)C)P(C)O"
C -1.454432 2.890092 -1.145025 1.24 1.42 -0.09 0.7632
H -1.721430 -2.884896 -1.313311 0.72 -0.54 -0.10 0.3460
H -5.726593 0.897831 0.231050 1.23 -0.06 -0.07 0.4031
H 1.465374 -4.842935 -0.420699 -0.08 0.29 1.13 0.3359
O -1.486416 1.974163 -0.068872 -0.12 -0.02 -2.20 -0.1142
C -0.232521 1.199905 -0.120571 0.01 -0.08 0.17 -0.9154
C -3.215471 1.769664 2.698331 0.31 -0.09 0.18 -0.7536
H -3.318601 2.674604 2.037728 0.35 -0.78 0.86 0.1705
H -2.136680 1.559436 2.988937 -1.23 0.45 -0.66 0.2144
H -2.171036 3.537868 -3.174878 -0.03 -0.70 1.27 0.3294
O -1.180498 -0.328410 1.495847 -0.47 -0.81 -1.81 -0.4029
N 1.489924 -1.284461 -1.009962 0.14 0.62 0.86 -0.3018
C 5.869294 0.635443 -0.430525 -1.07 0.30 0.31 -0.5303
H -4.119493 1.570903 -0.395980 -0.52 -0.96 0.40 -0.1375
C 0.610869 -1.312191 0.177982 -0.20 -1.07 -0.54 0.2065
H 0.199231 1.373659 -1.155242 -0.19 -0.58 1.39 0.4942
C -0.614997 -0.304415 0.162729 0.93 0.67 0.13 -0.0896
C -2.448044 2.800790 -2.365352 -0.24 -0.04 0.66 -1.0355
H 1.884985 -2.230584 -1.096225 0.00 0.83 -0.22 0.3520
H 0.688827 -5.100766 1.257796 0.58 0.81 -0.86 0.3447
C 3.510852 -0.261754 0.281189 0.29 1.76 -0.21 -0.2270
O -0.608540 3.767449 -1.114317 -1.29 -1.21 -0.22 -0.5435
C -4.621432 0.702131 0.114161 0.12 0.08 -0.43 -0.5775
H 1.111875 -1.222814 1.186403 -0.35 0.03 -0.90 0.3616
C 1.148887 -4.358391 0.547503 0.39 0.70 -0.96 -0.8862
H -2.732995 -1.611509 0.669743 0.38 0.73 0.72 0.0646
H -3.468857 3.095945 -1.963501 1.06 -0.66 -0.66 0.3059
C 2.564626 -0.279082 -0.991178 1.63 -0.24 -0.33 -0.6992
C 6.941682 0.244559 -0.851377 -0.54 -0.16 -1.10 0.0246
H -4.542997 -0.238356 -0.523716 0.04 1.19 0.73 0.2173
H 2.221834 0.787496 -1.170538 -0.04 -1.41 0.32 0.1431
H 7.727041 -0.142999 -1.545017 -0.96 0.66 1.44 0.3640
H 4.585343 1.509441 1.143018 0.10 -0.55 -1.26 0.3407
H -2.491301 -1.609426 2.458945 0.01 0.84 -1.14 0.3150
H 3.242358 -0.513368 -1.879040 -0.85 0.34 1.00 0.3392
H -2.450531 1.778565 -2.840697 -0.23 0.93 0.83 0.2650
P -0.179032 -3.064825 0.199781 -1.82 0.43 1.21 0.1127
O -0.820523 -3.265378 -1.379069 0.69 0.38 0.96 -0.5767
H -3.788633 1.892385 3.670147 0.55 -0.01 -1.34 0.3763
C -2.490034 -0.937127 1.539538 -0.19 0.03 1.08 -0.3235
P -3.928130 0.272092 1.809466 -0.65 -0.88 0.38 0.1409
C 4.462412 1.036809 0.117919 1.12 -0.54 0.50 -0.5968
H 3.970360 1.829716 -0.520986 0.72 -0.98 0.49 0.3148
H 2.020360 -3.807477 1.029738 -0.97 -0.87 -0.55 0.2560
H 4.201121 -1.144070 0.377244 -1.05 0.64 -0.07 0.2715
H 2.931893 -0.064145 1.238000 0.60 -0.59 -1.16 0.2351
H -1.335518 -0.623685 -0.643766 0.45 0.36 0.88 0.2193
H 0.435597 1.632097 0.686657 -0.55 -0.70 -1.01 0.0838

---

44
Properties=species:S:1:pos:R:3:forces:R:3:mulliken_charge:R:1 method="wB97M-V/def2-TZVPD" lumo_ev=-5.87 max_force_ev_per_a=4.354 e_homo_ev=-11.4 gap_ha=0.2040 total_charge=+1
H -11.848907 -1.530624 -2.719837 -0.09 -0.06 -0.15 0.4377
H -7.620902 -2.529298 -1.078838 0.01 0.07 0.13 0.2977
H -3.729060 0.333374 1.049911 0.04 -0.05 0.18 0.4759
C -4.374077 0.536653 -1.430528 0.53 -2.08 1.85 0.0182
O -4.207134 -0.722379 -0.954378 -0.36 4.25 -0.86 -0.2794
H -4.254018 -2.697625 -1.402901 -0.05 0.28 -0.03 0.2941
H -8.306401 -4.149570 -1.241969 0.02 -0.05 0.03 0.4261
C -11.091674 -1.907068 -2.034996 0.19 0.35 0.32 -1.0586
H -10.340151 -4.930538 -4.002786 -0.02 -0.04 0.01 0.3325
C -4.193701 1.634904 -0.579486 0.13 -0.14 0.50 0.5850
H -9.315853 -0.476666 -4.901303 0.00 0.03 -0.04 0.4008
H -10.738864 -0.352167 1.671638 0.00 0.00 0.13 0.2973
H -4.252045 5.024573 -0.347920 -0.04 0.08 -0.14 0.4102
Sn -9.377865 -2.543120 -3.146820 -0.42 -0.16 -0.13 0.9079
H -9.058737 -4.396844 -5.096872 0.03 -0.06 -0.07 0.3227
H -3.701305 -1.644567 -2.727186 -0.03 -0.01 0.08 0.3664
Si -10.670251 -0.557296 -0.795524 -0.57 -0.21 -0.05 0.4121
C -3.794431 3.697784 1.255080 -0.03 -0.20 -0.12 -0.2718
H -8.292872 -0.082961 -3.514768 -0.01 0.12 0.06 0.3072
H -10.454040 -2.033536 1.183655 0.01 -0.07 0.09 0.2979
C -4.141583 3.992714 -0.057677 -0.06 0.21 -0.19 -0.6186
H -3.375781 2.144066 2.673914 0.03 0.01 0.11 0.4082
C -3.645130 2.379284 1.656866 0.08 -0.27 0.26 -0.6216
H -12.076403 -1.335255 1.056569 -0.10 -0.06 0.12 0.3301
C -11.012936 -1.127047 0.958037 0.11 0.17 -0.39 -1.0314
H -10.678098 -3.700724 -5.227132 -0.03 0.01 -0.02 0.3278
H -11.332580 1.808087 -0.479045 -0.04 0.12 0.01 0.2945
H -11.512102 -2.756090 -1.499718 -0.07 -0.17 -0.04 0.4441
C -11.603687 1.022670 -1.182206 0.25 -0.34 0.12 -1.0275
H -7.027384 -3.619397 -2.338881 0.08 -0.12 -0.04 0.3355
C -3.840565 1.364930 0.757799 0.06 -0.26 0.19 -0.2336
H -4.643494 0.687096 -2.461598 -0.12 -0.31 -0.47 0.4792
H -7.696390 -1.173264 -4.771409 0.06 -0.01 -0.11 0.3630
H -9.234003 -0.280197 -0.913720 0.59 0.18 0.02 -0.1911
C -4.414358 -1.741725 -1.906680 -0.21 -1.43 -1.02 -0.4894
C -8.576608 -0.871803 -4.207887 0.08 0.01 0.06 -1.3271
H -12.670888 0.828024 -1.097204 -0.14 0.08 -0.03 0.3268
C -9.929535 -4.072959 -4.531179 0.09 0.04 0.04 -1.1870
C -7.910743 -3.298396 -1.791372 0.08 0.06 0.02 -1.3313
C -4.341752 2.987560 -0.973857 -0.05 -0.30 -0.23 -0.4755
H -3.638434 4.487356 1.970717 0.01 0.19 0.06 0.4203
H -4.610121 3.228538 -1.988363 -0.06 0.04 -0.23 0.4121
H -11.386530 1.359448 -2.194365 -0.04 0.08 -0.07 0.2964
H -5.436611 -1.700649 -2.285651 0.05 -0.04 0.05 0.1164